[1]
H2OS2 | ωB97M-V with the def2-TZVPD basis set

Values from the calculation:
Total charge = 0
Multiplicity = 1
Energy above the lowest of the compared OMol25 structures with the same formula, charge and spin = 0.000 eV
Energy = -872.783407 Eh
SMILES = OSS

Bonds (Å) are listed after each position.
Atoms and positions in Å:
1 O -0.00550 -0.51564 1.47504  S2 1.639, H4 1.006
2 S 0.65502 0.55125 0.42130  O1 1.639, S3 2.006
3 S -0.21237 0.59082 -1.38661  S2 2.006, H5 1.402
4 H -0.95617 -0.18603 1.48292  O1 1.006
5 H 0.51902 -0.44040 -1.99265  S3 1.402

---

[2]
H2P2S2 | ωB97M-V with the def2-TZVPD basis set

Values from the calculation:
Total charge = 0
Multiplicity = 1
Energy above the lowest of the compared OMol25 structures with the same formula, charge and spin = 0.000 eV
Energy = -1480.276686 Eh
SMILES = [PH]1#S#[PH]S1

Bonds (Å) are listed after each position.
Atoms and positions in Å:
1 P -0.21603 1.47391 -0.10340  S2 2.172, S4 2.139, H5 1.545
2 S 1.46472 0.10698 0.04505  P1 2.172, P3 2.146
3 P 0.09878 -1.54869 0.04577  S2 2.146, S4 2.161, H6 1.403
4 S -1.57127 -0.17796 -0.00640  P1 2.139, P3 2.161
5 H 0.05494 1.88765 1.36070  P1 1.545
6 H 0.16888 -1.74189 -1.34171  P3 1.403

---

[3]
H2S3 | ωB97M-V with the def2-TZVPD basis set

Values from the calculation:
Total charge = 0
Multiplicity = 1
Energy above the lowest of the compared OMol25 structures with the same formula, charge and spin = 0.064 eV
Energy = -1195.754372 Eh
SMILES = SSS

Bonds (Å) are listed after each position.
Atoms and positions in Å:
1 S 1.47407 -0.28384 0.68200  S2 2.108, H4 1.323
2 S 0.05703 -0.49219 -0.86461  S1 2.108, S3 2.116
3 S -1.65413 0.62860 -0.32353  S2 2.116, H5 1.368
4 H 2.33663 0.45268 0.00116  S1 1.323
5 H -2.21360 -0.30525 0.50499  S3 1.368

---

[4]
H30N7O17S4 | ωB97M-V with the def2-TZVPD basis set

Values from the calculation:
Total charge = -2
Multiplicity = 2
Expectation value of S² = 0.7506
Energy = -3273.086550 Eh

Bonds (Å) are listed after each position.
Atoms and positions in Å:
1 N 0.47598 2.18078 2.96351  H2 1.010, H3 1.010, H4 1.010, H5 1.010
2 H -0.45739 2.36207 2.62286  N1 1.010
3 H 0.45958 1.17615 3.06618  N1 1.010
4 H 0.60528 2.64610 3.85056  N1 1.010
5 H 0.98309 2.44509 2.13100  N1 1.010
6 N -3.55972 -1.58903 -0.73232  H7 1.010, H8 1.010, H9 1.010, H10 1.010
7 H -3.32691 -0.94939 0.01384  N6 1.010
8 H -2.78946 -1.60608 -1.38542  N6 1.010
9 H -4.40196 -1.14876 -1.07422  N6 1.010
10 H -3.73835 -2.46448 -0.26140  N6 1.010
11 N 3.69813 0.27585 1.91059  H12 1.010, H13 1.010, H14 1.010, H15 1.010
12 H 4.12139 0.92813 2.55517  N11 1.010
13 H 3.18560 -0.32530 2.53991  N11 1.010
14 H 4.47424 -0.18342 1.45580  N11 1.010
15 H 3.18211 0.75638 1.18746  N11 1.010
16 N -0.15159 0.20461 -0.34207  H17 1.010, H18 1.010, H19 1.010, H20 1.010
17 H -1.03588 0.14566 0.14235  N16 1.010
18 H 0.45749 0.91698 0.03430  N16 1.010
19 H -0.40812 0.38843 -1.30150  N16 1.010
20 H 0.34447 -0.67517 -0.34039  N16 1.010
21 N 2.17139 1.29064 -2.80432  H22 1.010, H23 1.010, H24 1.010, H25 1.010
22 H 1.30785 0.78665 -2.94715  N21 1.010
23 H 2.72675 1.63793 -3.57312  N21 1.010
24 H 2.75291 0.60684 -2.34133  N21 1.010
25 H 1.99448 2.08517 -2.20638  N21 1.010
26 N -1.94373 -1.20266 2.87238  H27 1.010, H28 1.010, H29 1.010, H30 1.010
27 H -2.21720 -2.14596 2.63680  N26 1.010
28 H -2.39001 -0.99311 3.75387  N26 1.010
29 H -2.24337 -0.52309 2.18793  N26 1.010
30 H -0.93511 -1.15016 2.86723  N26 1.010
31 N 0.55277 -3.95308 1.41863  H32 1.010, H33 1.010, H34 1.010, H35 1.010
32 H 1.13920 -4.77455 1.38170  N31 1.010
33 H 0.97696 -3.18692 0.91547  N31 1.010
34 H 0.47474 -3.58245 2.35492  N31 1.010
35 H -0.27842 -4.27444 0.94328  N31 1.010
36 S -2.71967 1.94020 0.92318  O37 1.461, O38 1.434, O39 1.471, O40 1.478
37 O -1.95522 2.55351 2.00663  S36 1.461
38 O -2.30976 2.64322 -0.25796  S36 1.434
39 O -2.47131 0.49235 0.85537  S36 1.471
40 O -4.17332 2.10476 1.13173  S36 1.478
41 S 2.10605 3.18403 0.08009  O42 1.486, O43 1.486, O44 1.452, O45 1.437
42 O 3.50505 3.68368 0.09212  S41 1.486
43 O 1.99172 1.73822 0.40434  S41 1.486
44 O 1.33636 3.83362 1.12573  S41 1.452
45 O 1.57330 3.40676 -1.23601  S41 1.437
46 S -1.13147 -0.79262 -3.63033  O47 1.435, O48 1.460, O49 1.484, O50 1.463
47 O -2.19132 -0.07459 -4.27941  S46 1.435
48 O -0.35908 -1.74303 -4.42435  S46 1.460
49 O -0.16413 0.20166 -3.10442  S46 1.484
50 O -1.76420 -1.47156 -2.49988  S46 1.463
51 S 2.31504 -2.47884 -1.04199  O52 1.431, O53 1.420, O54 1.444, O55 1.455
52 O 1.90934 -3.49835 -1.96112  S51 1.431
53 O 1.14120 -2.01369 -0.39305  S51 1.420
54 O 3.12228 -3.30642 -0.17598  S51 1.444
55 O 3.01149 -1.39694 -1.72174  S51 1.455
56 O -3.31774 1.84672 -2.78861  H57 0.957, H58 0.957
57 H -3.09825 1.14284 -3.39904  O56 0.957
58 H -2.56359 1.89902 -2.20144  O56 0.957

---

[5]
H30O15 | ωB97M-V with the def2-TZVPD basis set

Values from the calculation:
Total charge = 0
Multiplicity = 1
Energy above the lowest of the compared OMol25 structures with the same formula, charge and spin = 9.569 eV
Energy = -1146.288403 Eh

Bonds (Å) are listed after each position.
Atoms and positions in Å:
1 H -0.99711 0.54215 -0.92869  O31 0.964
2 H 0.49601 0.26374 -0.98437  O31 0.964
3 H 2.51532 -3.58700 0.26034  O32 0.964
4 H 1.87681 -2.49243 1.09954  O32 0.964
5 H -2.46978 2.86576 1.72700  O33 0.964
6 H -3.93378 2.51563 1.93714  O33 0.964
7 H 2.12215 -0.05142 2.46693  O34 0.964
8 H 2.62689 1.33300 2.83928  O34 0.964
9 H 3.10860 -0.61611 -2.69308  O35 0.964
10 H 1.68931 -0.16051 -2.39626  O35 0.964
11 H 4.43154 1.79155 0.14463  O36 0.964
12 H 5.56793 1.74562 -0.86361  O36 0.964
13 H -3.70107 2.10836 -1.23186  O37 0.964
14 H -2.51123 2.16002 -0.28758  O37 0.964
15 H -1.66973 -1.53823 0.87225  O38 0.964
16 H -2.87495 -2.45122 0.71748  O38 0.964
17 H 1.19156 -1.43450 -0.06101  O39 0.964
18 H 2.43072 -1.28389 -0.92810  O39 0.964
19 H 0.93944 1.31092 2.03335  O40 0.964
20 H -0.47645 0.86149 1.71192  O40 0.964
21 H -1.02064 3.99772 -2.27704  O41 0.964
22 H -0.82679 4.39779 -0.82363  O41 0.964
23 H -2.64133 -0.26226 -0.92822  O42 0.964
24 H -1.93195 -1.49376 -1.46696  O42 0.964
25 H 3.86391 -0.70329 1.48651  O43 0.964
26 H 4.43418 0.07127 0.30970  O43 0.964
27 H -0.84620 -3.06904 -1.99252  O44 0.964
28 H -1.05098 -4.53760 -1.65869  O44 0.964
29 H -5.00994 -1.05035 1.47119  O45 0.964
30 H -5.07682 -1.26422 -0.03209  O45 0.964
31 O -0.14894 0.88066 -0.62046  H1 0.964, H2 0.964
32 O 2.24151 -3.38245 1.16155  H3 0.964, H4 0.964
33 O -3.16993 2.29388 1.39275  H5 0.964, H6 0.964
34 O 2.39386 0.48032 3.22350  H7 0.964, H8 0.964
35 O 2.19772 -0.72617 -2.98832  H9 0.964, H10 0.964
36 O 4.63614 1.97705 -0.77880  H11 0.964, H12 0.964
37 O -3.31184 1.65694 -0.47442  H13 0.964, H14 0.964
38 O -2.58384 -1.64517 1.15854  H15 0.964, H16 0.964
39 O 1.52598 -0.96527 -0.83366  H17 0.964, H18 0.964
40 O 0.16813 1.54791 1.50617  H19 0.964, H20 0.964
41 O -0.52112 4.60063 -1.71493  H21 0.964, H22 0.964
42 O -2.40113 -1.16525 -0.69176  H23 0.964, H24 0.964
43 O 4.69516 -0.49276 1.04641  H25 0.964, H26 0.964
44 O -1.49572 -3.68293 -1.63160  H27 0.964, H28 0.964
45 O -4.48156 -1.34659 0.72149  H29 0.964, H30 0.964

---

[6]
H30O15 | ωB97M-V with the def2-TZVPD basis set

Values from the calculation:
Total charge = 0
Multiplicity = 1
Energy above the lowest of the compared OMol25 structures with the same formula, charge and spin = 1.488 eV
Energy = -1146.585370 Eh

Bonds (Å) are listed after each position.
Atoms and positions in Å:
1 O 1.37429 -0.23978 -2.96349  H2 0.912, H3 0.976
2 H 1.87002 0.14980 -3.62269  O1 0.912
3 H 0.53164 0.22786 -3.11913  O1 0.976
4 O 0.59174 3.32961 1.03882  H5 0.946, H6 0.976
5 H 0.48308 3.09927 0.12766  O4 0.946
6 H 0.98641 4.22205 1.06768  O4 0.976
7 O -0.01438 -0.34259 0.43538  H8 0.945, H9 0.939
8 H -0.22286 0.57861 0.44874  O7 0.945
9 H -0.26368 -0.64833 -0.41656  O7 0.939
10 O -0.99893 1.63374 2.40064  H11 0.979, H12 0.946
11 H -1.87931 1.77349 2.80566  O10 0.979
12 H -0.61726 2.42517 2.05091  O10 0.946
13 O 2.26934 0.81226 -0.53098  H14 0.965, H15 0.900
14 H 1.62418 0.15263 -0.24952  O13 0.965
15 H 1.84319 1.33338 -1.12790  O13 0.900
16 O 1.94199 -1.96813 -1.02339  H17 0.947, H18 0.930
17 H 1.79253 -1.74697 -1.93186  O16 0.947
18 H 1.46466 -2.73618 -0.80805  O16 0.930
19 O -2.70298 -2.22037 0.42041  H20 1.028, H21 0.988
20 H -2.01075 -2.19652 1.18031  O19 1.028
21 H -3.27025 -3.02516 0.49946  O19 0.988
22 O -2.31171 2.76554 -0.10231  H23 0.975, H24 0.949
23 H -2.70454 2.98074 -0.96792  O22 0.975
24 H -2.74642 1.99638 0.24391  O22 0.949
25 O 0.66809 2.78425 -1.80752  H26 0.969, H27 0.937
26 H 0.11189 2.03658 -2.07173  O25 0.969
27 H 1.36250 2.70709 -2.43135  O25 0.937
28 O -1.01238 -1.41305 2.71189  H29 0.996, H30 0.987
29 H -0.72156 -1.07145 1.82266  O28 0.996
30 H -0.26331 -2.03688 2.86699  O28 0.987
31 O 2.00712 -1.86000 2.18248  H32 0.966, H33 1.006
32 H 1.78916 -0.91857 2.17757  O31 0.966
33 H 2.51273 -2.03699 1.33097  O31 1.006
34 O 0.19152 -3.60563 0.66957  H35 0.931, H36 0.975
35 H -0.33303 -3.74963 -0.08620  O34 0.931
36 H 0.52044 -2.68809 0.70788  O34 0.975
37 O 1.70693 1.00253 2.60324  H38 0.932, H39 0.959
38 H 2.03046 1.47180 1.86601  O37 0.932
39 H 0.81761 1.32969 2.75383  O37 0.959
40 O -1.15192 0.86115 -2.25966  H41 0.987, H42 0.956
41 H -1.57154 -0.02002 -2.40506  O40 0.987
42 H -1.80961 1.44134 -1.87824  O40 0.956
43 O -1.15900 -1.88765 -1.60035  H44 0.982, H45 0.961
44 H -1.70390 -2.07888 -0.80584  O43 0.982
45 H -1.02220 -2.62409 -2.20291  O43 0.961

---

[7]
H30O15 | ωB97M-V with the def2-TZVPD basis set

Values from the calculation:
Total charge = 0
Multiplicity = 1
Energy above the lowest of the compared OMol25 structures with the same formula, charge and spin = 2.097 eV
Energy = -1146.563010 Eh

Bonds (Å) are listed after each position.
Atoms and positions in Å:
1 O -6.15500 -4.62000 -2.63800  H2 0.967, H3 0.959
2 H -6.01600 -5.54700 -2.87600  O1 0.967
3 H -5.62000 -4.15600 -3.28400  O1 0.959
4 O -7.67200 -6.80600 0.06600  H5 0.959, H6 0.915
5 H -7.55600 -6.52500 -0.84400  O4 0.959
6 H -8.54000 -6.59700 0.26800  O4 0.915
7 O -8.93000 -6.93700 -3.64600  H8 0.976, H9 0.908
8 H -9.78200 -7.34100 -3.89700  O7 0.976
9 H -8.52100 -7.60800 -3.19200  O7 0.908
10 O -11.32000 -4.10200 1.05800  H11 0.924, H12 0.941
11 H -11.78900 -4.26400 0.27900  O10 0.924
12 H -10.51100 -4.57700 1.13100  O10 0.941
13 O -7.32500 -7.54600 3.09600  H14 1.000, H15 0.969
14 H -7.33500 -7.10700 2.19800  O13 1.000
15 H -7.00100 -6.80900 3.63500  O13 0.969
16 O -5.32400 -8.40000 0.05000  H17 0.954, H18 0.936
17 H -4.42400 -8.69700 0.15500  O16 0.954
18 H -5.29700 -7.51300 -0.24900  O16 0.936
19 O -9.18000 -3.35800 -0.99500  H20 0.980, H21 0.920
20 H -8.95100 -3.53300 -1.93200  O19 0.980
21 H -9.73300 -4.05000 -0.74700  O19 0.920
22 O -8.89100 -4.39000 1.62100  H23 0.971, H24 0.973
23 H -8.85900 -4.80800 2.49700  O22 0.971
24 H -8.23800 -3.67100 1.68300  O22 0.973
25 O -10.44400 -5.95000 -1.19400  H26 0.967, H27 1.021
26 H -11.39600 -6.11600 -1.22400  O25 0.967
27 H -10.01300 -6.22800 -2.07700  O25 1.021
28 O -11.22000 -8.65500 -0.93200  H29 0.951, H30 0.978
29 H -10.68900 -7.90300 -1.17200  O28 0.951
30 H -12.13300 -8.50900 -1.25200  O28 0.978
31 O -6.27800 -3.76300 0.05600  H32 0.956, H33 0.950
32 H -6.13500 -3.86600 -0.88400  O31 0.956
33 H -7.22500 -3.83100 0.09200  O31 0.950
34 O -7.18400 -9.73900 1.50700  H35 0.988, H36 0.983
35 H -7.29900 -9.08300 2.23700  O34 0.988
36 H -6.66200 -9.16200 0.90600  O34 0.983
37 O -5.86300 -7.49900 -2.68900  H38 0.973, H39 0.927
38 H -6.05400 -8.00500 -3.49800  O37 0.973
39 H -5.14100 -7.89100 -2.25900  O37 0.927
40 O -5.84900 -5.22600 2.47500  H41 0.956, H42 0.947
41 H -4.94500 -5.53600 2.48900  O40 0.956
42 H -5.97100 -4.95700 1.57500  O40 0.947
43 O -10.87400 -7.35500 1.39800  H44 0.982, H45 0.976
44 H -10.97800 -8.11700 0.78700  O43 0.982
45 H -10.70700 -7.77300 2.26400  O43 0.976

---

[8]
H30O15 | ωB97M-V with the def2-TZVPD basis set

Values from the calculation:
Total charge = 0
Multiplicity = 1
Energy above the lowest of the compared OMol25 structures with the same formula, charge and spin = 2.284 eV
Energy = -1146.556134 Eh

Bonds (Å) are listed after each position.
Atoms and positions in Å:
1 O 2.37967 -2.22884 -0.77849  H2 0.957, H3 1.015
2 H 1.63667 -2.20484 -0.17649  O1 0.957
3 H 2.45367 -3.15584 -1.18549  O1 1.015
4 O 1.36567 3.23216 -2.03049  H5 0.985, H6 0.954
5 H 1.58167 3.84616 -2.76949  O4 0.985
6 H 1.02867 2.44116 -2.44349  O4 0.954
7 O -1.70633 -0.15884 1.37951  H8 0.966, H9 0.939
8 H -2.09933 0.52716 0.82451  O7 0.966
9 H -1.34533 0.37016 2.06651  O7 0.939
10 O 0.79667 2.98816 1.42451  H11 0.987, H12 0.974
11 H 0.28067 3.68516 1.89651  O10 0.987
12 H 0.17967 2.80716 0.69251  O10 0.974
13 O -1.10533 1.71316 3.02851  H14 0.938, H15 1.011
14 H -1.10433 1.89116 3.94951  O13 0.938
15 H -0.13133 1.74516 2.76051  O13 1.011
16 O -1.03233 2.56616 -0.47549  H17 0.945, H18 0.967
17 H -1.88233 2.92116 -0.26249  O16 0.945
18 H -0.87433 2.98216 -1.33449  O16 0.967
19 O 0.90167 -0.51884 2.53451  H20 0.939, H21 0.974
20 H 1.41567 0.25816 2.65051  O19 0.939
21 H 1.60267 -1.13284 2.25151  O19 0.974
22 O -1.30433 -2.78684 2.88251  H23 0.939, H24 0.984
23 H -0.99733 -2.20584 2.21151  O22 0.939
24 H -1.95433 -2.27184 3.41251  O22 0.984
25 O -1.57133 -1.05684 -1.82149  H26 0.973, H27 0.935
26 H -2.38433 -1.37984 -1.39549  O25 0.973
27 H -1.00233 -0.78984 -1.12949  O25 0.935
28 O 0.30467 0.25916 -0.39149  H29 0.944, H30 0.968
29 H -0.32333 0.96316 -0.42249  O28 0.944
30 H 0.14567 -0.16284 0.46551  O28 0.968
31 O 0.47667 0.99516 -3.24749  H32 0.944, H33 0.949
32 H 0.76567 0.87516 -4.13849  O31 0.944
33 H -0.44133 1.22116 -3.33249  O31 0.949
34 O 2.94467 0.70016 -0.35349  H35 0.948, H36 0.953
35 H 2.03467 0.66616 -0.61749  O34 0.948
36 H 3.08567 1.63216 -0.21149  O34 0.953
37 O -2.99533 -2.28984 0.28851  H38 0.979, H39 0.959
38 H -2.69833 -3.19984 0.08551  O37 0.979
39 H -2.37033 -1.69584 0.70751  O37 0.959
40 O 1.05567 -1.59384 -2.95549  H41 0.950, H42 0.982
41 H 0.75167 -0.69784 -3.03949  O40 0.950
42 H 1.64567 -1.59284 -2.17049  O40 0.982
43 O -0.10833 -3.10484 0.46551  H44 0.939, H45 0.965
44 H -0.04233 -3.65684 -0.29149  O43 0.939
45 H 0.64067 -3.40084 0.99651  O43 0.965